(1)
Density functional theory data (ωB97M-V with the def2-TZVPD basis set) for a molecular structure, C33H35N3O2STl.

Structure (XYZ):
```
75
Properties=species:S:1:pos:R:3:forces:R:3:mulliken_charge:R:1
Tl 0.233964 -1.578044 0.081704 0.4 0.7 -0.5 1.589
C 3.655964 -2.363244 0.476404 0.0 -0.2 0.1 -1.132
C 3.684164 -1.016344 -0.150296 0.8 0.2 -0.1 0.817
C 4.911564 -0.381244 -0.393096 -0.3 0.0 0.0 -0.846
C 4.911664 0.878056 -0.952996 0.1 -0.1 0.1 -0.807
C 3.707564 1.488256 -1.272896 -0.5 -0.3 0.0 -0.775
C 2.522564 0.785356 -1.060496 0.8 0.5 -0.1 0.729
N 2.556764 -0.423844 -0.502896 -1.3 -0.6 0.3 0.219
C 1.217064 1.363756 -1.450796 -0.2 0.2 -0.2 0.243
C 1.137264 2.370356 -2.414996 -0.3 0.0 0.1 -1.031
C -0.106036 2.887656 -2.726096 0.2 0.0 0.1 -1.503
C -1.234836 2.406056 -2.077896 0.0 -0.2 0.3 -0.607
C -1.083536 1.379256 -1.152996 -0.2 0.5 -0.3 0.003
N 0.119364 0.885356 -0.868096 0.0 -0.5 0.3 0.609
C -2.270336 0.698956 -0.473596 -0.3 0.6 -0.2 1.535
C -3.687336 1.318656 -0.672496 0.2 0.0 -0.5 -0.513
C -4.648836 0.464656 -1.408296 -0.2 -0.3 -0.2 -1.312
C -4.387436 -0.818444 -1.655996 -0.3 0.4 0.0 -0.793
C -3.112536 -1.405844 -1.254496 0.0 0.3 -0.1 0.718
C -2.935636 -2.859544 -1.463596 0.1 -0.2 0.0 -1.115
N -2.166536 -0.693544 -0.776196 1.0 -1.0 0.7 -0.252
H 4.348764 -2.405044 1.314704 0.0 0.0 0.1 0.499
H 3.972964 -3.120144 -0.241296 0.0 -0.1 0.0 0.299
H 2.655664 -2.615344 0.829304 0.0 -0.1 0.0 -0.046
H 5.829564 -0.889944 -0.142296 0.1 0.0 0.0 0.556
H 5.841664 1.394756 -1.145096 0.0 0.0 0.0 0.497
H 3.695064 2.487556 -1.673896 0.0 0.1 -0.1 0.459
H 2.010764 2.726656 -2.932796 0.1 0.0 0.0 0.585
H -0.203836 3.660556 -3.472796 0.0 0.1 -0.1 0.527
H -2.196236 2.820356 -2.325496 -0.1 0.0 0.0 0.553
H -3.656136 2.320856 -1.092596 0.0 0.0 -0.1 0.789
H -5.581936 0.924056 -1.704396 -0.1 -0.1 -0.1 0.551
H -5.082836 -1.462744 -2.167996 -0.2 0.0 -0.1 0.549
H -3.699736 -3.402844 -0.908496 -0.1 -0.1 0.0 0.444
H -1.950936 -3.187844 -1.141596 0.1 -0.1 0.0 -0.180
H -3.081036 -3.105844 -2.515196 0.0 0.0 -0.1 0.467
O 0.179764 -0.113444 2.121804 0.1 -0.8 -0.2 -0.316
S -0.164136 1.211356 2.682704 0.1 1.1 -0.8 -0.083
C 1.063964 2.487356 2.271304 -0.6 -0.2 0.3 0.977
C 0.927164 3.343856 1.187304 0.0 0.1 -0.2 0.191
C 1.816164 4.396756 1.053404 -0.2 0.0 -0.2 -0.648
C 2.797564 4.616756 2.008404 0.1 -0.1 0.1 -0.677
C 2.931164 3.748756 3.083304 -0.1 0.0 -0.1 -0.750
C 2.060664 2.678456 3.216004 0.1 -0.2 0.2 -0.811
C -1.605936 1.841756 1.821604 0.7 -1.2 0.3 -0.014
C -2.471936 0.898356 1.086104 0.1 -0.1 0.5 -0.998
C -3.928836 1.398256 0.868104 0.3 0.1 0.5 0.272
C -4.239136 2.766656 1.336604 -0.5 -1.0 -0.5 -0.895
C -3.300136 3.597256 1.833204 1.2 0.3 0.6 -0.861
C -2.009136 3.086256 2.175404 -1.0 1.2 0.1 -0.059
H 0.130964 3.206356 0.469904 0.0 0.1 -0.1 0.164
H 1.714064 5.063156 0.209504 0.0 0.1 0.0 0.488
H 3.444664 5.477456 1.931304 0.1 0.0 -0.1 0.482
H 3.682864 3.921156 3.836104 0.1 0.0 0.1 0.484
H 2.147264 2.005956 4.055704 0.0 0.0 0.2 0.523
H -2.420336 -0.082544 1.570004 0.0 0.0 0.0 0.702
H -4.692136 0.695656 1.204504 0.0 0.0 0.0 0.568
H -5.270636 3.083056 1.269604 -0.1 0.2 -0.1 0.489
H -3.537036 4.613556 2.103004 -0.1 0.1 0.1 0.531
H -1.367936 3.699856 2.791104 0.1 0.2 0.0 0.620
C -0.250936 -4.462844 2.018204 0.1 -0.1 -0.5 -1.150
C 0.105564 -5.240944 0.766704 -0.1 -0.7 0.5 -0.284
O 0.706064 -4.396344 -0.199796 -0.1 1.2 0.2 -0.136
C 0.676764 -4.895144 -1.523896 0.1 -0.5 -0.7 -0.407
C 1.154964 -3.838844 -2.500896 -0.1 -0.3 0.4 -0.927
H -0.664536 -5.143344 2.757504 0.0 0.0 0.1 0.472
H -1.013236 -3.714544 1.785304 -0.1 0.1 0.0 0.188
H 0.618164 -3.972244 2.448004 0.2 0.0 0.1 0.288
H -0.787036 -5.721744 0.346604 0.1 0.1 0.0 0.368
H 0.824664 -6.035944 1.019104 -0.2 0.1 -0.1 0.373
H -0.336536 -5.239644 -1.777196 0.1 0.1 0.1 0.383
H 1.342064 -5.769844 -1.579996 -0.1 0.1 0.0 0.387
H 0.492164 -2.969944 -2.482896 -0.1 0.1 -0.1 0.105
H 1.149764 -4.251544 -3.506096 0.0 0.1 -0.1 0.469
H 2.166564 -3.520444 -2.266596 0.1 0.1 0.0 0.168
```
Positions in Å, forces in eV/Å.

* relative energy (zero: lowest compared OMol25 entry of this formula, charge and spin): 0.635 eV
* gap between HOMO and LUMO (spin up / spin down): 0.197 / 0.181 Eh
* net charge: +3
* 2S+1: 1
* HOMO energy (spin up / spin down): -17.0 / -17.0 eV

---

(2)
Density functional theory data (ωB97M-V with the def2-TZVPD basis set) for a molecular structure, C33H36BCl3N3O2P2Se2W.

Structure (XYZ):
```
83
Properties=species:S:1:pos:R:3:forces:R:3:mulliken_charge:R:1
W -1.014977 -0.360536 0.479832 0.0 -0.2 0.1 2.108
O -1.525008 1.185801 2.011895 0.0 0.0 0.0 -0.202
C -1.534316 2.645765 2.006455 0.0 0.0 0.0 -2.016
C -0.423776 3.171783 1.114742 0.0 0.0 0.0 2.264
C -0.204397 4.657331 1.463764 0.0 0.0 0.0 -1.323
O 0.714205 5.152568 0.518484 0.0 0.0 0.0 -0.525
C 0.891298 2.459067 1.413548 0.0 0.0 0.0 -1.682
Se 1.143860 0.651795 0.680535 0.1 0.0 0.0 -0.068
C -0.798838 3.095204 -0.369433 0.0 0.0 0.0 -1.153
Se -1.960132 1.614361 -0.920570 0.0 0.1 0.0 -0.239
H -1.319400 0.858374 2.899295 0.0 0.0 0.0 0.247
H -1.393155 2.962111 3.039828 0.0 0.0 0.0 0.599
H -2.518230 2.965308 1.667233 0.0 0.0 0.0 0.343
H 0.175811 4.742150 2.488060 0.0 0.0 0.0 0.473
H -1.165896 5.182480 1.411715 0.0 0.0 0.0 0.480
H 0.911136 6.079363 0.696608 0.0 0.0 0.0 0.385
H 1.074017 2.353659 2.484488 0.0 0.0 0.0 0.687
H 1.718042 3.016181 0.972721 0.0 0.0 0.0 0.762
H 0.082445 3.048034 -1.009836 0.0 0.0 0.0 0.401
H -1.373021 3.974445 -0.663965 0.0 0.0 0.0 0.814
C 1.511746 -2.178064 -2.995797 0.0 0.0 0.0 -1.361
N 0.537687 -1.616443 -2.035133 0.0 0.0 0.0 0.624
P -0.436714 -0.181897 -2.124040 0.0 0.0 0.0 0.592
C -1.607672 -0.486958 -3.485447 0.0 0.0 0.0 1.003
C -2.595115 0.412447 -3.904385 0.0 0.0 0.0 -0.769
C -3.369456 0.138111 -5.020905 0.0 0.0 0.0 -0.989
C -3.173426 -1.026217 -5.748126 0.0 0.0 0.0 -0.711
C -2.198512 -1.927446 -5.345212 0.0 0.0 0.0 -0.953
C -1.426979 -1.664551 -4.225651 0.0 0.0 0.0 -0.328
C 0.748024 1.055918 -2.691210 0.0 0.0 0.0 1.497
C 2.107549 0.929310 -2.393246 0.0 0.0 0.0 -0.510
C 3.014025 1.867506 -2.862760 0.0 0.0 0.0 -0.984
C 2.573964 2.930174 -3.639680 0.0 0.0 0.0 -0.793
C 1.226897 3.049128 -3.958844 0.0 0.0 0.0 -0.684
C 0.315667 2.116617 -3.491490 0.0 0.0 0.0 -0.497
P 0.300317 -2.105831 -0.479755 0.0 0.0 0.0 0.545
C -1.361257 -2.786311 -0.217661 0.0 0.0 0.0 -0.037
C -1.535166 -3.600135 0.940604 0.0 0.0 0.0 -0.328
C -2.685463 -4.329708 1.109886 0.0 0.0 0.0 -1.061
C -3.693587 -4.274571 0.142395 0.0 0.0 0.0 -0.610
C -3.540008 -3.507788 -1.008076 0.0 0.0 0.0 -1.005
C -2.383635 -2.780513 -1.196457 0.0 0.0 0.0 0.200
C 1.547350 -3.179223 0.154235 0.0 0.0 0.0 0.996
C 1.633330 -4.473222 -0.379433 0.0 0.0 0.0 -0.451
C 2.614240 -5.328047 0.085945 0.0 0.0 0.0 -0.913
C 3.493397 -4.902300 1.078263 0.0 0.0 0.0 -0.582
C 3.399304 -3.624436 1.612513 0.0 0.0 0.0 -1.093
C 2.426295 -2.751363 1.152536 0.0 0.0 0.0 -0.050
H 1.582377 -1.509086 -3.850700 0.0 0.0 0.0 0.502
H 1.199502 -3.162757 -3.341334 0.0 0.0 0.0 0.433
H 2.493189 -2.256273 -2.530349 0.0 0.0 0.0 0.369
H -2.769544 1.338315 -3.382607 0.0 0.0 0.0 0.400
H -4.124249 0.849425 -5.327953 0.0 0.0 0.0 0.486
H -3.774038 -1.228856 -6.624542 0.0 0.0 0.0 0.459
H -2.032879 -2.838964 -5.903488 0.0 0.0 0.0 0.492
H -0.694617 -2.399753 -3.933445 0.0 0.0 0.0 0.350
H 2.476132 0.091910 -1.815763 0.0 0.0 0.0 0.404
H 4.066086 1.758022 -2.636368 0.0 0.0 0.0 0.531
H 3.283852 3.656887 -4.011340 0.0 0.0 0.0 0.467
H 0.885277 3.864821 -4.581445 0.0 0.0 0.0 0.509
H -0.725995 2.218158 -3.762627 0.0 0.0 0.0 0.403
H -0.744096 -3.671865 1.673673 0.0 0.0 0.0 0.567
H -2.801621 -4.961055 1.980378 0.0 0.0 0.0 0.522
H -4.596363 -4.857104 0.280887 0.0 0.0 0.0 0.523
H -4.312024 -3.497057 -1.765362 0.0 0.0 0.0 0.595
H -2.267146 -2.219483 -2.109187 0.0 0.0 0.0 0.451
H 0.937698 -4.811789 -1.139328 0.0 0.0 0.0 0.477
H 2.693432 -6.328624 -0.316573 0.0 0.0 0.0 0.465
H 4.255095 -5.579486 1.441427 0.0 0.0 0.0 0.453
H 4.079402 -3.307208 2.391108 0.0 0.0 0.0 0.509
H 2.352524 -1.760949 1.582391 0.0 0.0 0.0 0.432
B 1.189193 -0.606324 4.009140 0.0 0.0 0.0 -0.463
C -0.006781 -1.139924 3.213470 0.0 -0.1 0.0 0.438
N -0.761711 -1.281506 2.330751 0.0 0.1 0.0 -0.704
H 1.962190 -1.445717 4.357966 0.0 0.0 0.0 -0.008
H 1.623147 -0.046180 2.947223 0.0 0.0 0.0 0.031
H 0.851174 0.241299 4.787688 0.0 0.0 0.0 -0.022
Cl -5.925503 -2.299601 2.439195 0.0 0.0 0.0 -0.035
C -5.731608 -0.970513 1.303011 0.0 0.0 0.0 0.732
Cl -6.308613 0.548251 1.974634 0.0 0.0 0.0 -0.052
Cl -6.492209 -1.324332 -0.247968 0.0 0.0 0.0 -0.044
C -4.287245 -0.813966 1.048331 0.0 -0.1 0.0 -0.292
N -3.168982 -0.687376 0.848041 0.0 0.0 -0.1 -0.481
```
Positions in Å, forces in eV/Å.

* relative energy (zero: lowest compared OMol25 entry of this formula, charge and spin): 0.438 eV
* gap between HOMO and LUMO (spin up / spin down): 0.231 / 0.231 Eh
* net charge: +3
* 2S+1: 1
* HOMO energy (spin up / spin down): -16.7 / -16.7 eV